No. 1
A 2-piece molecular cluster, CH4 overall. Source: the Open Molecules 2025 dataset; level of theory: ωB97M-V/def2-TZVPD.

Output
- ΔE to the lowest compared entry with this formula, charge and spin (kJ/mol) = 463.43
- frontier orbital gap (alpha / beta) (Eh) = 0.3893 / 0.3280
- charge = 0
- 2S+1 = 1

CARTESIAN COORDINATES (ANGSTROEM)
C1 -0.53 0.02 -0.05
H1 -0.58 -0.24 -1.14
H2 1.89 0.09 0.08
H3 -0.32 1.02 0.45
H4 -0.46 -0.88 0.66

Per-atom Mulliken charges, elementary charge units:
1 C -0.8499
2 H 0.2931
3 H -0.0180
4 H 0.3068
5 H 0.2681


No. 2
One molecule with the formula CH4. Source: the Open Molecules 2025 dataset; level of theory: ωB97M-V/def2-TZVPD.

Output
- ΔE to the lowest compared entry with this formula, charge and spin (kJ/mol) = 62.14
- frontier orbital gap (Eh) = 0.4850
- charge = 0
- 2S+1 = 1
- SMILES string = C

CARTESIAN COORDINATES (ANGSTROEM)
C1 0.01 0.01 -0.05
H1 -1.14 -0.03 0.13
H2 0.62 0.19 0.96
H3 0.21 0.81 -0.75
H4 0.28 -1.03 -0.06

Per-atom Mulliken charges, elementary charge units:
1 C -0.8900
2 H 0.2028
3 H 0.1985
4 H 0.2316
5 H 0.2571


No. 3
A 21-piece molecular cluster, CH44O20 overall. Source: the Open Molecules 2025 dataset; level of theory: ωB97M-V/def2-TZVPD.

Output
- ΔE to the lowest compared entry with this formula, charge and spin (kJ/mol) = 0.00
- frontier orbital gap (Eh) = 0.3816
- charge = 0
- 2S+1 = 1

CARTESIAN COORDINATES (ANGSTROEM)
C1 -0.12 0.45 0.24
H1 0.86 0.66 0.63
H2 -0.35 1.02 -0.66
H3 -0.92 0.68 0.93
H4 -0.09 -0.60 -0.01
H5 -0.30 -2.27 0.84
H6 1.11 -2.94 1.06
O1 0.42 -2.43 1.50
H7 0.72 1.20 2.76
H8 0.47 2.01 3.94
O2 0.05 1.80 3.12
H9 -2.65 -0.38 2.14
H10 -3.51 0.81 2.66
O3 -3.53 -0.14 2.39
H11 1.51 3.49 -3.43
H12 0.42 2.38 -3.38
O4 0.97 2.95 -2.83
H13 -1.39 2.68 2.36
H14 -2.55 1.87 1.66
O5 -2.22 2.81 1.83
H15 -2.43 -0.51 -3.16
H16 -1.75 -1.47 -4.06
O6 -1.48 -0.73 -3.49
H17 2.45 1.49 -2.57
H18 3.30 1.17 -1.30
O7 3.25 1.01 -2.27
H19 -0.63 -1.99 4.46
H20 0.37 -2.63 3.39
O8 0.25 -2.37 4.34
H21 1.53 -0.93 1.90
H22 2.90 -0.94 2.31
O9 2.14 -0.34 2.41
H23 -0.95 3.96 -2.22
H24 -1.91 3.35 -1.13
O10 -1.75 3.46 -2.07
H25 -5.42 1.13 -0.28
H26 -4.42 0.45 0.84
O11 -4.59 0.62 -0.14
H27 2.84 -3.95 0.22
H28 3.57 -2.85 0.93
O12 3.08 -3.64 1.11
H29 -3.93 1.05 -1.84
H30 -3.36 1.39 -3.14
O13 -3.58 0.63 -2.66
H31 -1.60 2.21 -3.39
H32 -1.05 0.91 -4.09
O14 -1.19 1.86 -4.22
H33 -1.55 -3.69 -0.53
H34 -2.67 -2.56 -0.48
O15 -1.75 -2.78 -0.28
H35 1.91 -3.07 -1.89
H36 0.57 -3.39 -1.25
O16 1.54 -3.54 -1.13
H37 2.97 0.97 4.06
H38 1.78 0.19 4.42
O17 2.20 1.05 4.61
H39 3.22 -0.87 -0.65
H40 1.72 -0.88 -0.39
O18 2.56 -1.13 0.02
H41 0.23 -1.19 -2.91
H42 1.63 -0.58 -3.10
O19 1.19 -1.34 -2.71
H43 3.31 2.66 0.51
H44 3.11 1.23 1.21
O20 2.99 1.73 0.39

Per-atom Mulliken charges, elementary charge units:
1 C 1.3866
2 H -0.1906
3 H 0.0632
4 H -0.6399
5 H -0.3291
6 H 0.0153
7 H 0.4350
8 O -0.6858
9 H 0.4039
10 H 0.2922
11 O -0.7181
12 H 0.2927
13 H 0.4383
14 O -0.7140
15 H 0.2942
16 H 0.4156
17 O -0.6737
18 H 0.5019
19 H 0.0730
20 O -0.6333
21 H 0.3314
22 H 0.2905
23 O -0.6531
24 H 0.3423
25 H 0.3918
26 O -0.6703
27 H 0.2819
28 H 0.3688
29 O -0.6404
30 H 0.1799
31 H 0.2559
32 O -0.2657
33 H 0.2845
34 H 0.3109
35 O -0.6522
36 H 0.2842
37 H 0.3893
38 O -0.6744
39 H 0.3578
40 H 0.2965
41 O -0.6513
42 H 0.3531
43 H 0.3691
44 O -0.6985
45 H 0.3313
46 H 0.4547
47 O -0.7781
48 H 0.2806
49 H 0.2488
50 O -0.5322
51 H 0.3048
52 H 0.2109
53 O -0.5888
54 H 0.2880
55 H 0.3811
56 O -0.7060
57 H 0.2384
58 H -0.0042
59 O -0.2791
60 H 0.3352
61 H 0.2320
62 O -0.5199
63 H 0.2369
64 H 0.2526
65 O -0.5965


No. 4
CH4As2F12KO as an isolated structure. Source: the Open Molecules 2025 dataset; level of theory: ωB97M-V/def2-TZVPD.

Output
- frontier orbital gap (Eh) = 0.4143
- charge = -1
- 2S+1 = 1

CARTESIAN COORDINATES (ANGSTROEM)
K1 0.27 0.19 -0.24
As1 -2.10 2.56 2.54
F1 -0.38 2.59 2.88
F2 -2.43 3.45 3.99
F3 -3.80 2.39 2.19
F4 -1.74 1.66 1.04
F5 -2.21 1.04 3.40
F6 -1.92 4.02 1.62
As2 -1.31 -2.85 -2.07
F7 -1.26 -3.79 -3.53
F8 0.31 -3.36 -1.74
F9 -1.35 -1.85 -0.63
F10 -2.97 -2.39 -2.38
F11 -1.95 -4.28 -1.26
F12 -0.74 -1.41 -2.90
C1 4.02 0.51 -0.20
O1 3.10 -0.13 -1.08
H1 3.56 1.18 0.54
H2 4.58 -0.19 0.42
H3 4.68 1.15 -0.79
H4 3.63 -0.49 -1.79

Per-atom Mulliken charges, elementary charge units:
1 K 0.9542
2 As 2.0141
3 F -0.5025
4 F -0.4988
5 F -0.4771
6 F -0.5602
7 F -0.4871
8 F -0.4835
9 As 1.9826
10 F -0.4915
11 F -0.4757
12 F -0.5325
13 F -0.4783
14 F -0.4963
15 F -0.5068
16 C -0.5799
17 O -0.4158
18 H 0.2241
19 H 0.2690
20 H 0.2827
21 H 0.2595